Formula: C18H27N9
Source: the OMol25 dataset
Level of theory: the ωB97M-V functional and the def2-TZVPD basis

Last column: natural (NBO) charge in e.
CARTESIAN COORDINATES (ANGSTROEM)
C1 6.19584 -0.86057 -19.95659  -0.730
C2 6.77642 -0.65859 -21.28243  0.290
N1 7.27551 -0.56357 -22.31269  -0.335
H1 5.25098 -1.38590 -19.89130  0.254
H2 6.18065 0.11661 -19.47265  0.252
H3 6.93714 -1.44484 -19.40158  0.267
C3 10.18049 -6.00978 -17.55522  -0.735
C4 11.48330 -6.63123 -17.87962  0.287
N2 12.52344 -7.07868 -18.07581  -0.336
H4 10.03099 -5.02357 -17.98941  0.277
H5 10.12981 -6.05778 -16.47097  0.254
H6 9.43725 -6.65107 -18.02999  0.252
C5 10.40750 -0.13307 -17.62952  -0.722
C6 9.77114 -1.39725 -18.00995  0.355
N3 9.27656 -2.36866 -18.36934  -0.419
H7 11.10398 0.14985 -18.41374  0.263
H8 11.00056 -0.25197 -16.72583  0.248
H9 9.56142 0.54036 -17.53843  0.279
C7 9.25248 4.75476 -16.51348  -0.725
C8 9.46766 3.73880 -17.54903  0.324
N4 9.60965 2.90342 -18.32029  -0.375
H10 8.18359 4.90365 -16.37199  0.255
H11 9.71073 5.71236 -16.74616  0.271
H12 9.68755 4.40511 -15.57816  0.253
C9 9.77524 -0.45597 -11.69886  -0.739
C10 9.73592 -0.26519 -13.11676  0.310
N5 9.69839 -0.11737 -14.24460  -0.350
H13 10.30909 0.31923 -11.14671  0.257
H14 10.28440 -1.38282 -11.41687  0.259
H15 8.79684 -0.54211 -11.22319  0.266
C11 11.06809 -3.31680 -15.42303  -0.731
C12 9.63615 -3.14747 -15.25544  0.294
N6 8.51096 -3.06007 -15.07497  -0.331
H16 11.28074 -3.68295 -16.42760  0.259
H17 11.44403 -4.06615 -14.72788  0.253
H18 11.54821 -2.34896 -15.28373  0.253
C13 14.44286 0.00843 -21.26939  -0.725
C14 13.12568 -0.48263 -20.88777  0.290
N7 12.11084 -0.92087 -20.58122  -0.330
H19 14.70066 0.90808 -20.71585  0.249
H20 14.48682 0.21630 -22.33926  0.261
H21 15.22374 -0.73723 -21.12028  0.258
C15 6.88508 -4.79053 -17.79915  -0.728
C16 5.87163 -4.73523 -16.73960  0.298
N8 5.05118 -4.72080 -15.93875  -0.342
H22 6.39723 -4.93527 -18.76274  0.248
H23 7.68545 -5.50113 -17.65778  0.239
H24 7.31857 -3.79053 -17.86577  0.282
C17 12.97151 2.77368 -17.92739  -0.730
C18 12.60278 4.16828 -18.02720  0.303
N9 12.34194 5.28283 -18.09654  -0.343
H25 12.59146 2.16466 -18.74210  0.264
H26 12.72341 2.30831 -16.97477  0.256
H27 14.06724 2.72101 -17.95663  0.249

Atoms 1-2, force components in eV/Å:
1.216 0.279 0.443
-0.366 -0.505 -0.308

Computed properties:
E (eV): -32511.63868
HOMO-LUMO gap (eV): 11.286
SMILES string: CC#N.CC#N.CC#N.CC#N.CC#N.CC#N.CC#N.CC#N.CC#N
Relative energy (zero: lowest compared OMol25 entry of this formula, charge and spin) (kcal/mol): 21.9

=====

Formula: C18H28BClN2O5S2
Source: the OMol25 dataset
Level of theory: the ωB97M-V functional and the def2-TZVPD basis

Last column: natural (NBO) charge in e.
CARTESIAN COORDINATES (ANGSTROEM)
C1 2.36916 3.87779 2.40220  -0.263
O1 1.36376 3.19218 1.65676  -0.561
C2 0.75124 4.08703 0.68509  -0.058
C3 -0.10754 3.21982 -0.30425  -0.446
C4 -1.29137 4.05023 -0.99497  -0.400
C5 -2.41299 3.07344 -1.52208  -0.399
C6 -1.86909 1.76408 -2.24482  -0.408
C7 -1.97085 0.45470 -1.31866  -0.452
C8 -0.56299 -0.17977 -1.09338  0.050
C9 0.25328 -0.45624 -2.36131  -0.143
C10 1.56901 -1.04753 -2.31941  -0.062
C11 2.31194 -1.33809 -3.65196  -0.540
C12 3.46724 -0.33345 -3.98043  0.594
O2 3.91080 0.46820 -3.22467  -0.480
Cl1 4.23183 -0.42353 -5.64712  -0.120
C13 2.12963 -1.34267 -0.94649  0.177
N1 3.39921 -1.87891 -0.79014  -0.585
S1 3.50962 -1.96917 0.87195  0.842
N2 2.03787 -1.42230 1.47058  -0.592
C14 1.32858 -1.07288 0.32849  0.128
C15 -0.07372 -0.48751 0.24022  -0.396
B1 -0.91045 -0.26066 1.59795  1.178
O3 -1.13506 -1.42430 2.37874  -0.892
O4 -1.44931 0.96568 2.01875  -0.740
C16 -1.06136 1.32351 3.35503  -0.269
H1 2.15005 4.97510 2.55885  0.171
H2 3.39848 3.79576 1.92823  0.175
H3 2.46488 3.39153 3.41940  0.190
H4 0.12974 4.81848 1.28716  0.169
H5 1.59580 4.60796 0.13906  0.172
H6 0.51697 2.67409 -1.07038  0.210
H7 -0.60321 2.41571 0.31201  0.236
H8 -1.69728 4.71998 -0.17587  0.204
H9 -0.88398 4.74039 -1.78434  0.202
H10 -3.14330 2.74905 -0.73278  0.206
H11 -3.00753 3.64885 -2.29479  0.205
H12 -2.50693 1.61093 -3.16584  0.210
H13 -0.82429 1.96609 -2.59647  0.212
H14 -2.56201 0.63384 -0.38481  0.234
H15 -2.55479 -0.29354 -1.94119  0.222
H16 -0.17146 -0.20074 -3.36752  0.212
H17 2.70729 -2.39724 -3.71072  0.270
H18 1.55316 -1.25417 -4.48702  0.251
H19 -0.51217 -2.10778 2.05093  0.509
H20 -0.12944 1.96870 3.32343  0.196
H21 -0.83106 0.45480 4.02661  0.192
H22 -1.84377 1.94589 3.88599  0.185
C17 -0.34061 -5.80423 2.57260  -0.833
S2 -0.65572 -5.63156 0.80599  1.253
O5 -0.58071 -4.17923 0.48018  -0.995
C18 -2.40096 -6.07683 0.88136  -0.831
H23 0.69733 -5.53339 2.76409  0.243
H24 -0.99901 -5.14010 3.13480  0.234
H25 -0.50519 -6.84016 2.87231  0.229
H26 -2.93016 -5.39558 1.54939  0.234
H27 -2.49986 -7.10407 1.23508  0.228
H28 -2.81869 -5.99817 -0.12182  0.242

Atoms 1-2, force components in eV/Å:
0.843 -0.113 0.711
0.194 1.042 -0.229

Computed properties:
E (eV): -67206.15988
HOMO-LUMO gap (eV): 7.926

=====

Formula: C18H28ClHgN3O3Ta
Source: the OMol25 dataset
Level of theory: the ωB97M-V functional and the def2-TZVPD basis

Last column: natural (NBO) charge in e.
CARTESIAN COORDINATES (ANGSTROEM)
N1 1.93296 -0.25707 -1.28868  -1.149
C1 3.53997 -1.98745 0.37076  0.506
O1 4.65973 -2.05044 0.56199  -0.498
Hg1 3.90804 -0.04783 -2.12713  1.111
Ta1 0.21982 -0.09256 -0.74934  2.201
N2 -0.88750 -1.66399 -1.37011  -0.685
N3 -0.35781 1.72598 -1.52311  -0.687
C2 -0.41963 -3.03964 -1.66924  0.111
C3 0.21364 3.02753 -1.09046  0.114
C4 0.62759 -2.97272 -2.78349  -0.615
C5 -1.53395 -3.97501 -2.13628  -0.623
C6 0.21264 -3.69760 -0.43133  -0.618
C7 0.34138 4.00116 -2.25634  -0.631
C8 -0.70881 3.65330 -0.03698  -0.614
C9 1.62263 2.85916 -0.49422  -0.618
H1 0.15455 -2.59364 -3.70280  0.218
H2 1.02495 -3.97580 -2.96601  0.230
H3 1.46206 -2.30944 -2.53160  0.209
H4 -2.31120 -4.08683 -1.37334  0.215
H5 -1.08562 -4.95706 -2.30764  0.239
H6 -1.99440 -3.62969 -3.06942  0.222
H7 1.08392 -3.16217 -0.04594  0.220
H8 0.52365 -4.72331 -0.69189  0.232
H9 -0.52482 -3.75828 0.37689  0.211
H10 0.96642 3.57724 -3.06325  0.217
H11 0.82061 4.93407 -1.92379  0.237
H12 -0.62400 4.28668 -2.67368  0.225
H13 -1.68171 3.84645 -0.49518  0.224
H14 -0.27685 4.60370 0.32705  0.229
H15 -0.83701 2.96726 0.80506  0.202
H16 1.63312 2.36313 0.48106  0.200
H17 2.05744 3.85153 -0.36582  0.243
H18 2.28500 2.28312 -1.14975  0.203
C10 -1.35232 1.76180 -2.57570  -0.437
H19 -1.38936 0.78575 -3.06738  0.209
H20 -2.38043 2.03317 -2.26182  0.216
H21 -1.06260 2.45968 -3.37566  0.229
C11 -2.32742 -1.38854 -1.48218  -0.435
H22 -2.97080 -2.15344 -1.01768  0.234
H23 -2.58844 -0.44740 -0.98029  0.210
H24 -2.63460 -1.27400 -2.52904  0.220
Cl1 -0.08364 1.05896 7.70153  0.279
C12 -0.10923 0.62989 6.03376  0.104
C13 0.07675 -0.71271 5.63773  -0.183
C14 0.20270 -1.02539 4.28429  -0.106
C15 0.09881 -0.01404 3.32403  0.005
C16 -0.12529 1.31790 3.70430  -0.148
C17 -0.23083 1.63963 5.05828  -0.181
C18 0.26394 -0.29528 1.87042  0.748
O2 0.90839 -1.20875 1.28941  -0.579
O3 -0.31509 0.59211 1.10114  -0.740
H25 0.16845 -1.47147 6.40878  0.271
H26 0.37111 -2.04926 3.95719  0.262
H27 -0.20699 2.08723 2.94359  0.270
H28 -0.35995 2.67441 5.36934  0.270

Atoms 1-2, force components in eV/Å:
1.992 -0.465 -0.578
1.622 -0.539 0.483

Computed properties:
E (eV): -47963.50669
HOMO-LUMO gap (spin up / spin down) (eV): 4.713 / 2.683
Charge: +2
Spin multiplicity: 2
Relative energy (zero: lowest compared OMol25 entry of this formula, charge and spin) (kcal/mol): 20.7

=====

Formula: C18H28N2O4
Source: the OMol25 dataset
Level of theory: the ωB97M-V functional and the def2-TZVPD basis

Last column: natural (NBO) charge in e.
CARTESIAN COORDINATES (ANGSTROEM)
C1 -4.72410 -2.27364 -0.75891  -0.604
C2 -3.44247 -3.08748 -0.88274  -0.397
C3 -2.36120 -2.58011 0.07608  -0.078
C4 -1.12702 -3.49659 0.03037  -0.080
O1 -0.06309 -2.97456 0.81096  -0.523
C5 0.84159 -2.20088 0.15068  0.902
O2 0.82083 -2.00560 -1.03822  -0.658
N1 1.73935 -1.71773 1.04273  -0.629
C6 2.98224 -1.12175 0.71591  0.125
C7 4.12694 -1.69199 1.26265  -0.238
C8 5.36920 -1.16981 0.96717  -0.202
C9 5.46729 -0.08772 0.11117  -0.218
C10 4.33277 0.50383 -0.42406  -0.016
C11 4.47517 1.68158 -1.34106  -0.634
C12 3.06456 0.00609 -0.10125  0.063
C13 1.83253 0.68332 -0.61059  -0.665
N2 -1.97787 -1.22470 -0.24695  -0.644
C14 -2.03863 -0.23638 0.67340  0.897
O3 -2.60077 -0.30958 1.73826  -0.659
O4 -1.39557 0.86213 0.21477  -0.534
C15 -1.47985 2.04284 1.00783  -0.074
C16 -2.16399 3.16545 0.22447  -0.236
C17 -2.40056 4.36492 1.13689  -0.604
C18 -1.31775 3.55309 -0.98521  -0.608
H1 -5.11943 -2.33976 0.25138  0.208
H2 -4.52881 -1.22756 -0.97906  0.212
H3 -5.47631 -2.64075 -1.45253  0.209
H4 -3.64526 -4.13565 -0.65736  0.203
H5 -3.06397 -3.02821 -1.90537  0.198
H6 -2.75288 -2.54162 1.09876  0.233
H7 -1.36412 -4.47543 0.45076  0.198
H8 -0.78460 -3.60645 -1.00525  0.204
H9 1.67147 -2.12453 1.96594  0.413
H10 4.03387 -2.55065 1.91228  0.209
H11 6.25791 -1.61292 1.39037  0.214
H12 6.44069 0.30812 -0.13958  0.208
H13 3.91895 1.51967 -2.26229  0.220
H14 5.52064 1.84659 -1.58874  0.216
H15 4.09059 2.58656 -0.87037  0.217
H16 1.97561 1.75953 -0.66490  0.210
H17 1.58457 0.31694 -1.60593  0.239
H18 0.98433 0.47558 0.03439  0.230
H19 -1.38495 -1.08118 -1.05248  0.422
H20 -2.03658 1.80874 1.92119  0.219
H21 -0.45703 2.33207 1.27096  0.177
H22 -3.13010 2.78649 -0.12597  0.201
H23 -2.88611 5.16617 0.58544  0.213
H24 -1.45501 4.73797 1.52481  0.201
H25 -3.03381 4.09146 1.97730  0.212
H26 -1.10486 2.67464 -1.58856  0.218
H27 -0.37409 3.98678 -0.66035  0.198
H28 -1.84028 4.28270 -1.59923  0.208

Atoms 1-2, force components in eV/Å:
0.146 -0.173 -0.079
0.023 0.190 0.322

Computed properties:
E (eV): -30292.90489
HOMO-LUMO gap (eV): 9.571
SMILES string: CC[C@@H](COC(=O)Nc1cccc(C)c1C)NC(=O)OCC(C)C
Relative energy (zero: lowest compared OMol25 entry of this formula, charge and spin) (kcal/mol): 0.2

=====

Formula: C18H28N5O7
Source: the OMol25 dataset
Level of theory: the ωB97M-V functional and the def2-TZVPD basis

Last column: natural (NBO) charge in e.
CARTESIAN COORDINATES (ANGSTROEM)
O1 0.22372 -4.94010 1.17635  -0.586
O2 -2.20436 -8.85689 3.43668  -0.575
O3 3.94964 4.37629 -3.43895  -0.637
O4 -1.22917 4.64063 -3.14224  -0.624
O5 0.44076 -3.20843 2.59353  -0.707
O6 -4.22941 -8.45755 4.35418  -0.666
O7 -4.25599 -3.48688 4.87356  -0.503
C1 -0.18245 -4.32184 2.14357  0.773
C2 -3.05999 -8.06674 3.79896  0.766
C3 3.35544 5.21313 -2.77117  0.674
C4 -0.15801 4.82473 -3.70442  0.656
C5 0.75889 -1.04274 -0.47739  0.669
C6 -2.23317 -3.87035 3.51018  -0.261
C7 -3.63913 -5.67571 4.26500  -0.196
C8 -1.68680 -6.15301 2.92695  -0.117
C9 -3.37127 -4.30687 4.21277  0.378
C10 -1.38813 -4.78134 2.85037  -0.186
C11 -2.79841 -6.62057 3.65147  -0.157
N1 0.73021 -0.97870 0.82412  -0.772
N2 -0.09328 5.63161 -4.76714  -0.596
N3 1.19619 -0.02313 -1.19937  -0.557
N4 2.03334 5.17817 -2.57604  -0.624
N5 0.34899 -2.14767 -1.03679  -0.755
C12 -3.90138 -2.11316 5.08280  -0.258
C13 4.11374 6.34340 -2.11426  -0.710
C14 1.09435 6.00865 -5.54031  -0.419
C15 1.80829 1.20765 -0.65330  -0.226
C16 2.09752 2.26959 -1.72052  -0.409
C17 0.83609 3.04140 -2.14704  -0.382
C18 1.12613 4.16970 -3.16341  -0.140
H1 1.35941 -3.32003 2.29093  0.510
H2 -4.18723 -9.42625 4.37097  0.510
H3 -1.99663 -2.81399 3.46791  0.218
H4 -4.51391 -6.00272 4.82187  0.252
H5 -1.02809 -6.87197 2.44006  0.259
H6 1.03366 -0.13205 1.26866  0.421
H7 0.32511 -1.72111 1.37303  0.434
H8 -0.97977 6.01997 -5.05249  0.415
H9 1.17989 -0.12019 -2.20157  0.416
H10 1.62812 5.90605 -2.00545  0.406
H11 0.07672 -2.93996 -0.47486  0.435
H12 0.36038 -2.24595 -2.03665  0.421
H13 -4.64520 -1.63645 5.72818  0.217
H14 -3.87831 -1.56981 4.13336  0.173
H15 -2.92561 -2.03182 5.57241  0.181
H16 5.16622 6.26500 -2.38705  0.254
H17 4.01172 6.27235 -1.03247  0.228
H18 3.72246 7.29792 -2.46327  0.230
H19 0.79007 6.45905 -6.48716  0.225
H20 1.71466 5.13684 -5.75745  0.209
H21 1.68749 6.73763 -4.98502  0.198
H22 1.16602 1.64845 0.11240  0.201
H23 2.75902 0.93999 -0.18712  0.212
H24 2.56366 1.80430 -2.59028  0.219
H25 2.80986 2.96836 -1.28330  0.236
H26 0.13585 2.33575 -2.59722  0.212
H27 0.36532 3.47267 -1.26113  0.216
H28 1.61676 3.71468 -4.02542  0.238

Atoms 1-2, force components in eV/Å:
0.400 0.954 0.551
-1.084 0.361 0.401

Computed properties:
E (eV): -40899.89408
HOMO-LUMO gap (eV): 8.706
Charge: +1
Relative energy (zero: lowest compared OMol25 entry of this formula, charge and spin) (kcal/mol): 0.0